Arrangement P

Molecular formula: C4H6N2S
Method: DFT, the ωB97M-V functional and the def2-TZVPD basis

Computed properties:
Total charge: 0
HOMO energy: -8.42 eV
SMILES string: NN1CC=CC1=S

Geometry as XYZ:
```
13
C4H6N2S (the ωB97M-V functional and the def2-TZVPD basis)
S -1.57688 0.81317 2.23084
N -0.53728 -0.36750 0.09460
N -1.59847 -1.24871 -0.12991
C 0.59991 -0.38033 -0.83995
C -0.55363 0.60070 1.01856
C 1.11210 1.26529 0.72409
C 1.55346 0.58557 -0.32161
H 1.03999 -1.34704 -0.90420
H 0.34255 -0.24628 -2.02791
H -2.31927 -1.16236 0.59969
H -2.11947 -1.08163 -0.97292
H 2.44018 0.56355 -0.86104
H 1.61682 2.00556 1.38975
```


Arrangement Q

Molecular formula: C4H6N2S
Method: DFT, the ωB97M-V functional and the def2-TZVPD basis

Computed properties:
Total charge: 0
HOMO energy: -9.04 eV
SMILES string: [H]/N=C(\N)C(=S)C=C

Geometry as XYZ:
```
13
C4H6N2S (the ωB97M-V functional and the def2-TZVPD basis)
S 1.22545 -1.18035 -0.47631
N 1.49225 1.81129 -0.11460
N -0.97252 1.89251 0.10320
C -1.46226 -0.60945 0.35188
C -0.12088 -0.24067 -0.08929
C 0.12333 1.23501 -0.02322
C -1.91713 -1.84607 0.54033
H 1.74070 2.58636 0.81876
H 2.18403 0.99608 0.27144
H -2.83803 -2.10598 1.26026
H -2.24917 0.09257 0.60720
H -1.24342 -2.72920 0.11611
H -0.57772 2.88625 -0.05119
```


Taking the most stable structure as the zero point, the relative energies in eV are arrangement P 0.000; arrangement Q 0.700.


Arrangement P

Molecular formula: C4H6N2S
Method: DFT, the ωB97M-V functional and the def2-TZVPD basis

Computed properties:
Total charge: 0
HOMO energy: -6.23 eV

Geometry as XYZ:
```
13
C4H6N2S (the ωB97M-V functional and the def2-TZVPD basis)
S 4.21500 -0.19360 -0.12876
N 1.60539 -0.66673 -0.15466
N 0.51702 1.28708 0.45307
C 2.68569 0.02065 -0.08256
C -0.84688 -0.90692 -0.15633
C 0.35950 -0.07321 0.11691
C 1.69905 1.73829 0.33472
H -1.62696 -0.22377 -0.48672
H -0.52097 -1.58877 -0.90400
H -1.28726 -1.40196 0.70042
H -0.18934 1.90077 0.86801
H 1.94160 2.73278 0.53663
H 1.61612 -1.70643 -0.37982
```


Arrangement Q

Molecular formula: C4H6N2S
Method: DFT, the ωB97M-V functional and the def2-TZVPD basis

Computed properties:
Total charge: 0
HOMO energy: -8.77 eV
SMILES string: [H]/N=C/N(C=C)C=S

Geometry as XYZ:
```
13
C4H6N2S (the ωB97M-V functional and the def2-TZVPD basis)
S 3.23471 0.18921 0.12750
N -0.93206 1.95094 -0.18353
N 0.43618 -0.04719 -0.15571
C -0.56035 -1.03299 -0.06594
C -1.87763 -0.86443 0.15518
C 0.20673 1.30928 -0.11378
C 1.79130 -0.56113 -0.28999
H 0.05591 -2.05155 -0.22985
H -2.11312 -2.03757 0.26928
H 1.29368 1.88019 0.27137
H -2.53190 0.00377 0.74753
H 2.01210 -1.62048 -0.71950
H -1.01554 2.88194 0.18745
```


Arrangement R

Molecular formula: C4H6N2S
Method: DFT, the ωB97M-V functional and the def2-TZVPD basis

Computed properties:
Total charge: 0
HOMO energy (spin up / spin down): -8.57 / -8.27 eV

Geometry as XYZ:
```
13
C4H6N2S (the ωB97M-V functional and the def2-TZVPD basis)
S 1.27826 1.18978 0.01058
N -1.09892 -0.23873 0.09934
N 2.70639 0.49085 -0.20563
C 0.98344 -1.54517 0.12150
C -2.09199 0.76325 -0.10435
C -3.38683 0.75449 0.06811
C 0.19352 -0.22197 0.08063
H 1.72350 -1.49329 0.85672
H 0.56751 -2.50811 0.04795
H 3.50057 1.16475 -0.05697
H -1.60147 1.68678 -0.27848
H 1.48430 -1.41834 -0.78981
H -4.25827 1.37572 0.15043
```


Taking the most stable structure as the zero point, the relative energies in eV are arrangement P 0.146; arrangement Q 0.000; arrangement R 1.830.


Arrangement P

Molecular formula: C2H5BrN2O
Method: DFT, the ωB97M-V functional and the def2-TZVPD basis

Computed properties:
Total charge: 0
HOMO energy (spin up / spin down): -9.56 / -9.56 eV

Geometry as XYZ:
```
11
C2H5BrN2O (the ωB97M-V functional and the def2-TZVPD basis)
Br 1.87970 2.18138 1.99345
O 2.24582 -0.87925 1.39874
N -0.62034 1.54194 -0.02144
N 0.94295 0.82866 1.01246
C 0.54208 -1.33168 -0.17030
C 1.26567 -0.50588 0.80958
H -0.79728 2.42983 0.42703
H 0.46854 -2.36945 0.17885
H -0.14666 1.80266 -0.84227
H -0.47900 -0.94709 -0.28142
H 0.89357 -1.35613 -1.14325
```


Arrangement Q

Molecular formula: C2H5BrN2O
Method: DFT, the ωB97M-V functional and the def2-TZVPD basis

Computed properties:
Total charge: 0
HOMO energy (spin up / spin down): -8.97 / -8.57 eV

Geometry as XYZ:
```
11
C2H5BrN2O (the ωB97M-V functional and the def2-TZVPD basis)
Br -4.30733 -0.50253 0.27850
O -1.96480 1.76870 -0.77348
N -1.40652 -1.28501 0.31382
N -1.22728 -0.39051 -0.59798
C -1.22125 0.92507 -0.35808
C 0.21192 1.10490 0.24035
H 0.89332 0.43682 -0.40083
H 0.13593 0.76962 1.18626
H 0.41154 2.22678 0.20744
H -2.33984 -1.17037 0.76914
H -0.98106 -2.09128 -0.09348
```


Taking the most stable structure as the zero point, the relative energies in eV are arrangement P 0.174; arrangement Q 0.000.


Arrangement P

Molecular formula: C3H5O2
Method: DFT, the ωB97M-V functional and the def2-TZVPD basis

Computed properties:
Total charge: +1
HOMO energy: -17.59 eV

Geometry as XYZ:
```
10
C3H5O2 (the ωB97M-V functional and the def2-TZVPD basis)
O -0.55280 1.12745 -0.07589
O -1.29657 -0.98846 0.10849
C 0.69930 0.62800 0.06453
C -1.48732 0.21206 -0.03146
C 0.70257 -0.84909 -0.07826
H 1.21602 0.83403 0.99590
H 0.91741 -1.31294 -0.99514
H 0.99318 -1.29838 0.87130
H -2.50267 0.60754 -0.21774
H 1.31087 1.03980 -0.64171
```


Arrangement Q

Molecular formula: C3H5O2
Method: DFT, the ωB97M-V functional and the def2-TZVPD basis

Computed properties:
Total charge: +1
HOMO energy: -14.54 eV

Geometry as XYZ:
```
10
C3H5O2 (the ωB97M-V functional and the def2-TZVPD basis)
O 1.97418 -1.48538 -0.13776
O -1.24052 -0.08547 0.11497
C -2.23608 -0.73137 -0.07088
C 1.39175 0.92765 0.08293
C 1.71218 -0.40325 -0.04745
H 0.44083 1.13249 -0.43966
H 2.18367 1.58104 -0.30643
H 1.20632 1.17144 1.13999
H -3.24151 -0.29052 -0.07421
H -2.19083 -1.81662 -0.26150
```


Taking the most stable structure as the zero point, the relative energies in eV are arrangement P 0.859; arrangement Q 0.000.


Arrangement P

Molecular formula: C5H8O3
Method: DFT, the ωB97M-V functional and the def2-TZVPD basis

Computed properties:
Total charge: 0
HOMO energy: -8.98 eV
SMILES string: C/C(O)=C(\C)C(=O)O

Geometry as XYZ:
```
16
C5H8O3 (the ωB97M-V functional and the def2-TZVPD basis)
O -1.24691 -0.46233 2.28492
O -1.56374 1.45455 0.58816
O 0.66385 -1.57606 2.21646
C -0.38232 1.46074 -1.46066
C -0.26000 -0.78643 1.63649
C 0.99830 -1.01301 -0.58942
C -0.01251 -0.31006 0.27883
C -0.65904 0.81146 -0.14248
H 0.64276 1.79536 -1.51231
H -1.74174 0.93121 1.40793
H -0.54303 0.76321 -2.28108
H -1.04498 2.30956 -1.58689
H 1.07520 -2.06892 -0.33041
H 0.69139 -0.95952 -1.62182
H 1.99066 -0.56002 -0.50534
H 1.39212 -1.78975 1.61762
```


Arrangement Q

Molecular formula: C5H8O3
Method: DFT, the ωB97M-V functional and the def2-TZVPD basis

Computed properties:
Total charge: 0
HOMO energy: -8.93 eV

Geometry as XYZ:
```
16
C5H8O3 (the ωB97M-V functional and the def2-TZVPD basis)
O -0.39463 1.94980 0.03699
O 1.98638 -0.64088 -1.12505
O 1.15735 -0.59163 1.84855
C -0.33994 -0.75906 -1.58578
C -1.20486 -0.31020 1.50806
C 0.25050 -0.14961 1.12428
C 0.57158 1.01106 0.22965
C 0.68903 -0.36404 -0.83754
H -1.38177 -1.35167 1.77206
H 2.04448 -1.11203 -1.96774
H 1.60083 1.37159 0.32627
H -1.38664 0.31715 2.38320
H -0.14587 2.53757 -0.68308
H -0.20471 -1.38692 -2.45794
H -1.88746 0.02605 0.72942
H -1.35427 -0.54718 -1.30133
```


Arrangement R

Molecular formula: C5H8O3
Method: DFT, the ωB97M-V functional and the def2-TZVPD basis

Computed properties:
Total charge: 0
HOMO energy: -9.10 eV
SMILES string: CO[C@H]1OC=C[C@H]1O

Geometry as XYZ:
```
16
C5H8O3 (the ωB97M-V functional and the def2-TZVPD basis)
O -1.64958 -0.17529 -1.51492
O 0.72905 -0.60781 -0.79858
O 0.39167 0.38622 1.28144
C 2.04420 -1.02086 -0.46862
C -1.44269 1.42939 0.37988
C -1.49047 0.00642 -0.13445
C -0.09481 -0.51781 0.31717
C -0.37623 1.51425 1.15894
H 2.06797 -2.09292 -0.16188
H 0.04244 2.35524 1.71820
H -0.77359 -0.10435 -1.90888
H -2.16961 2.16708 0.11914
H 2.67265 -0.89305 -1.38985
H -0.15824 -1.50992 0.77813
H 2.53058 -0.37104 0.29407
H -2.32333 -0.56555 0.33021
```


Taking the most stable structure as the zero point, the relative energies in eV are arrangement P 0.000; arrangement Q 3.081; arrangement R 1.852.


Arrangement P

Molecular formula: C5H8O3
Method: DFT, the ωB97M-V functional and the def2-TZVPD basis

Computed properties:
Total charge: 0
HOMO energy: -9.47 eV
SMILES string: C1O[C@H]2CC[C@H](O1)O2

Geometry as XYZ:
```
16
C5H8O3 (the ωB97M-V functional and the def2-TZVPD basis)
O -0.88606 -0.11858 0.87589
O 1.08518 0.94884 0.78115
O 0.72040 -1.61240 1.02505
C -0.93491 -0.89704 -1.17772
C 1.34237 -0.23857 1.50415
C -0.64583 0.80776 -1.11056
C -0.04075 -1.02754 -0.03424
C -0.36411 1.02915 0.39583
H 2.51407 -0.22977 1.45334
H 0.14124 0.99271 -1.81276
H -1.57036 1.39099 -1.50617
H -0.66673 1.98776 0.80879
H 0.70616 -0.43842 -0.46966
H -1.96870 -1.11789 -1.20436
H -0.53851 -1.29465 -2.12152
H 1.10655 -0.18236 2.59280
```


Arrangement Q

Molecular formula: C5H8O3
Method: DFT, the ωB97M-V functional and the def2-TZVPD basis

Computed properties:
Total charge: 0
HOMO energy: -10.41 eV
SMILES string: O=C(O)/C=C/CCO

Geometry as XYZ:
```
16
C5H8O3 (the ωB97M-V functional and the def2-TZVPD basis)
O 2.45277 -0.85643 -0.71247
O -2.59076 1.05312 -0.69373
O 2.80689 1.08556 0.27366
C -1.65112 -0.58395 0.80202
C 0.70989 0.12202 0.59796
C -2.78944 -0.21939 -0.21307
C 2.04884 0.19323 -0.03731
C -0.23545 -0.65721 0.23133
H -2.79029 -1.13857 -1.10504
H -1.81592 1.39887 -1.08452
H -1.82009 -1.57172 1.23156
H 2.00862 -1.42419 -1.00082
H -0.12302 -1.53949 -0.74631
H 0.45609 0.74042 1.23687
H -2.01319 0.21220 1.74403
H -3.74976 -0.06364 0.49896
```


Arrangement R

Molecular formula: C5H8O3
Method: DFT, the ωB97M-V functional and the def2-TZVPD basis

Computed properties:
Total charge: 0
HOMO energy: -9.54 eV
SMILES string: C=C(O)C(=O)OCC

Geometry as XYZ:
```
16
C5H8O3 (the ωB97M-V functional and the def2-TZVPD basis)
O -0.95326 1.82493 -0.27144
O 0.92025 0.60200 -0.32331
O -2.43919 -0.13079 0.65587
C -1.37719 -0.43325 -0.04173
C 3.05044 -0.20476 0.04430
C 1.67122 -0.36232 0.43173
C -1.03980 -1.59794 -0.56874
C -0.43584 0.73565 -0.13314
H -3.16444 -0.97824 0.57029
H 1.57112 -1.38942 0.50385
H 3.28720 0.81702 0.37451
H 3.16537 -0.54791 -0.93755
H 3.80777 -0.88264 0.82077
H -1.74670 -2.43528 -0.43469
H 0.00658 -1.74205 -1.36902
H 1.63780 -0.03483 1.58846
```


Arrangement S

Molecular formula: C5H8O3
Method: DFT, the ωB97M-V functional and the def2-TZVPD basis

Computed properties:
Total charge: 0
HOMO energy: -9.98 eV
SMILES string: O=C(CO)OC1CC1

Geometry as XYZ:
```
16
C5H8O3 (the ωB97M-V functional and the def2-TZVPD basis)
O -0.46428 0.46542 1.39067
O -3.16856 -0.08165 1.56713
O -0.39670 -0.00609 -0.81305
C 2.06927 1.07313 -0.58109
C -0.97468 0.10164 0.28597
C 1.03516 0.05510 -1.17468
C -2.43080 -0.48578 0.32637
C 2.06404 -0.24888 -0.08654
H -2.16874 -1.68727 0.28179
H 2.86284 -1.07349 -0.29166
H -3.25211 -0.04064 -0.50174
H -2.49548 -0.50732 2.46384
H 1.45803 -0.55097 0.81343
H 1.27370 -0.46985 -2.20510
H 1.80526 2.08193 -0.09616
H 2.78306 1.37472 -1.37919
```


Taking the most stable structure as the zero point, the relative energies in eV are arrangement P 2.157; arrangement Q 1.458; arrangement R 0.000; arrangement S 0.699.


Arrangement P

Molecular formula: CH3FO2Tl
Method: DFT, the ωB97M-V functional and the def2-TZVPD basis

Computed properties:
Total charge: -1
HOMO energy: -3.44 eV

Geometry as XYZ:
```
8
CH3FO2Tl (the ωB97M-V functional and the def2-TZVPD basis)
Tl 0.79453 0.16940 -1.74986
F -0.63199 0.88536 -3.40453
O 0.59852 -0.71984 0.27858
O -1.30718 0.05724 -2.29739
C 0.22952 -0.21477 1.50328
H 1.09128 0.00434 2.17482
H -0.35073 0.73448 1.42426
H -0.42396 -0.91621 2.07084
```


Arrangement Q

Molecular formula: CH3FO2Tl
Method: DFT, the ωB97M-V functional and the def2-TZVPD basis

Computed properties:
Total charge: -1
HOMO energy: -3.13 eV

Geometry as XYZ:
```
8
CH3FO2Tl (the ωB97M-V functional and the def2-TZVPD basis)
Tl 0.08622 0.30486 -0.40086
F 2.28160 -0.42276 -0.57833
O 1.63830 -0.69995 0.74342
O -2.06650 0.43853 0.09122
C -3.09765 -0.46914 0.10977
H -3.81380 -0.34283 -0.73635
H -3.71661 -0.40910 1.03604
H -2.75372 -1.53039 0.05362
```


Taking the most stable structure as the zero point, the relative energies in eV are arrangement P 0.000; arrangement Q 0.321.